No. 1
Formula: C4H8Si2
Source: the Open Molecules 2025 dataset
Level of theory: the ωB97M-V functional and the def2-TZVPD basis

The geometry in XYZ format:
```
14
C4H8Si2, DFT the ωB97M-V functional and the def2-TZVPD basis
C 1.57680 -0.24880 -0.19580
C -1.23896 0.20530 0.02182
C 2.72073 -0.83329 -0.19051
C -2.12082 1.05912 -0.49945
Si 0.43350 1.10087 0.33313
Si -1.10780 -1.56769 0.19587
H 2.87171 -1.74330 -0.63606
H 3.70924 -0.44247 -0.22065
H -3.03610 0.51435 -0.68259
H -2.13735 2.08388 -0.42712
H 0.60654 1.68853 1.75943
H 0.45642 2.32014 -0.53528
H -2.25971 -2.25126 -0.34421
H -0.47420 -1.88538 1.42143
```

Properties
E_tot (eV): -20026.708
Relative energy (zero: lowest compared OMol25 entry of this formula, charge and spin) (kcal/mol): 85.49
Multiplicity: 1
Max |F| (eV Å⁻¹): 4.27
HOMO level (alpha / beta) (eV): -7.25 / -8.14
Frontier orbital gap (alpha / beta) (eV): 6.88 / 7.52
M (g/mol): 112.3

---

No. 2
Formula: C17H48ClO11
Source: the Open Molecules 2025 dataset
Level of theory: the ωB97M-V functional and the def2-TZVPD basis

The geometry in XYZ format:
```
77
C17H48ClO11, DFT the ωB97M-V functional and the def2-TZVPD basis
Cl 1.55570 -1.04891 -0.71667
O 0.75790 -2.07763 -0.09418
O 1.79936 -1.15583 -2.12481
O 0.86087 0.21535 -0.44090
O 2.75976 -1.04704 0.01844
C -6.50261 -2.20370 1.76561
C -7.92151 -2.73812 1.23181
C -9.08769 -1.96449 1.83424
O -7.99011 -2.60729 -0.14473
H -5.67282 -2.74572 1.31198
H -6.49467 -2.21157 2.85554
H -6.41190 -1.21068 1.32539
H -8.15480 -3.79257 1.37947
H -9.19272 -0.92057 1.53880
H -8.99440 -1.94775 2.92012
H -10.07719 -2.40817 1.72402
H -8.88410 -2.29676 -0.30580
C 1.44897 4.35413 -6.72963
C 2.47885 4.89709 -7.70728
C 3.01771 3.84803 -8.70278
O 1.90785 6.01643 -8.33773
H 1.32036 5.04618 -5.89737
H 1.93053 3.44416 -6.37171
H 0.47719 3.98766 -7.06045
H 3.35754 5.24187 -7.16220
H 3.34597 2.90704 -8.26128
H 3.87118 4.28205 -9.22367
H 2.30724 3.50366 -9.45428
H 1.01101 6.15805 -8.02592
C 0.24835 3.93883 5.47229
C -0.52316 4.71951 4.49005
C 0.14295 5.30639 3.31490
O -1.50151 3.80671 4.04444
H 1.17281 4.40143 5.81797
H 0.50985 3.00221 4.97990
H -0.37785 3.72903 6.33946
H -1.00906 5.53669 5.02315
H -0.52979 5.70724 2.55670
H 0.72545 4.50532 2.85984
H 0.77954 6.14594 3.59421
H -1.09553 3.09498 3.54420
C -3.90709 1.07323 -3.82999
C -4.02723 -0.36283 -4.53919
C -3.26190 -0.45347 -5.90430
O -3.69137 -1.45742 -3.68051
H -4.47416 1.15640 -2.90283
H -4.26532 1.93411 -4.39449
H -2.88607 1.29350 -3.51840
H -5.08293 -0.31528 -4.80629
H -3.60024 0.31749 -6.59658
H -3.32251 -1.43997 -6.36392
H -2.18595 -0.39556 -5.73983
H -3.84646 -1.21181 -2.76550
C 4.27780 -3.87454 6.82508
C 3.41164 -3.91388 5.59290
C 2.81431 -5.26193 5.28105
O 2.31552 -2.99077 5.68997
H 3.99219 -4.58529 7.60056
H 4.33461 -2.91557 7.34010
H 5.28599 -4.21191 6.58457
H 3.96370 -3.43263 4.78560
H 2.21399 -5.28053 4.37145
H 2.11333 -5.51711 6.07580
H 3.55514 -6.03076 5.06156
H 2.25259 -2.61149 4.81033
C 5.26321 -5.93226 -2.82049
O 5.79312 -4.59463 -2.60472
H 4.96768 -6.54123 -1.96614
H 4.40357 -6.00206 -3.48699
H 5.96695 -6.60382 -3.31230
H 4.98851 -4.08888 -2.46896
C 5.83375 1.72094 5.00310
O 6.59385 0.81174 4.13753
H 5.71649 2.68640 4.51092
H 4.89245 1.28320 5.33545
H 6.30276 1.87283 5.97524
H 5.93253 0.45661 3.53908
```

Properties
E_tot (eV): -53443.285
Relative energy (zero: lowest compared OMol25 entry of this formula, charge and spin) (kcal/mol): 90.13
Charge: -1
Multiplicity: 1
Max |F| (eV Å⁻¹): 3.65
HOMO level (eV): -5.63
Frontier orbital gap (eV): 7.89
M (g/mol): 464.0

---

No. 3
Formula: C6H4Br2OS
Source: the Open Molecules 2025 dataset
Level of theory: the ωB97M-V functional and the def2-TZVPD basis

The geometry in XYZ format:
```
14
C6H4Br2OS, DFT the ωB97M-V functional and the def2-TZVPD basis
C 0.53762 1.49961 -0.01942
C 1.43382 -0.84993 0.03590
C 1.63465 0.48270 -0.05056
C -0.73817 1.03797 -0.04047
C 0.09712 -1.37667 -0.02632
C -1.10742 -0.41520 -0.08143
O -2.22507 -0.63060 0.65511
S -0.66786 -1.23757 -1.63348
Br 3.37458 1.06145 0.09224
Br -2.14903 2.27064 0.11388
H 0.89445 2.46774 0.03338
H 2.16406 -1.66362 -0.03330
H -0.17728 -2.33734 0.56215
H -3.07145 -0.30919 0.39230
```

Properties
E_tot (eV): -159252.520
Relative energy (zero: lowest compared OMol25 entry of this formula, charge and spin) (kcal/mol): 0.00
SMILES: O[C@]12S[C@H]1C=C(Br)C=C2Br
Multiplicity: 1
Max |F| (eV Å⁻¹): 3.83
HOMO level (eV): -8.72
Frontier orbital gap (eV): 8.73
M (g/mol): 284.0

---

No. 4
Formula: C6H4N5O5V
Source: the Open Molecules 2025 dataset
Level of theory: the ωB97M-V functional and the def2-TZVPD basis

The geometry in XYZ format:
```
21
C6H4N5O5V, DFT the ωB97M-V functional and the def2-TZVPD basis
O -2.07147 -4.02498 -0.74743
C -1.13928 -3.45574 -1.12717
V 0.75805 0.11451 -1.53353
O 2.14605 -1.97576 0.49801
C 1.42053 -1.21044 -0.12432
C 1.44099 1.70100 -1.06446
O 1.84747 2.73282 -0.67860
C -0.38480 1.41435 -2.71156
O -1.19204 2.11424 -3.35180
C 1.32300 -0.83186 -3.17546
O 1.82727 -1.43656 -4.03625
H -0.70678 -0.08844 -1.26304
N 0.25768 1.36469 3.39460
N -0.27467 0.47203 2.49371
N -1.65717 0.38244 2.32554
C -1.72717 0.04665 1.04560
N -0.55453 0.04977 0.40093
N 0.36572 0.34787 1.29785
H 1.25928 1.21492 3.46023
H -0.23975 1.29171 4.29777
H -2.69840 -0.22319 0.59938
```

Properties
E_tot (eV): -49647.342
Charge: +1
Multiplicity: 4
Max |F| (eV Å⁻¹): 11.07
HOMO level (alpha / beta) (eV): -12.15 / -13.73
Frontier orbital gap (alpha / beta) (eV): 7.22 / 7.73
M (g/mol): 277.1